The following is a DFT calculation (ωB97M-V/def2-TZVPD) of a molecular structure, C6H6O in a non-equilibrium geometry.

* HOMO: -8.3 eV
* LUMO energy: 0.68 eV
* 2S+1: 1

Geometry (Å):
1 O 1.678 1.597 -0.415
2 C -0.182 0.163 -1.119
3 C -0.304 -1.005 -0.312
4 C 0.926 -0.493 0.421
5 C 1.747 0.534 0.489
6 C -1.479 -1.042 0.536
7 C -2.483 -1.020 1.196
8 H 1.411 2.388 0.065
9 H -0.788 1.052 -0.945
10 H 0.352 0.161 -2.066
11 H -0.066 -1.931 -0.819
12 H 2.569 0.641 1.206
13 H -3.381 -1.044 1.764


The following is a DFT calculation (ωB97M-V/def2-TZVPD) of 2 unconnected molecules or ions with the total composition C6H6O.

* HOMO: -9.1 eV
* LUMO energy: 0.77 eV
* SMILES: C#CC1=CC1.C=O
* 2S+1: 1

Geometry (Å):
1 C 2.628 0.553 -0.422
2 C 1.461 0.723 -0.168
3 C 0.107 0.961 0.127
4 C -0.992 1.990 0.086
5 C -1.045 0.585 0.595
6 O -1.519 -2.468 0.379
7 C -0.429 -2.524 -0.135
8 H 3.666 0.422 -0.637
9 H -1.458 2.237 -0.871
10 H -0.966 2.822 0.793
11 H -1.660 -0.199 1.012
12 H 0.218 -3.415 -0.030
13 H -0.013 -1.687 -0.728


The following is a DFT calculation (ωB97M-V/def2-TZVPD) of a single C6H6O2 molecule in a non-equilibrium geometry.

* HOMO: -9.8 eV
* LUMO energy: 0.01 eV
* SMILES: CC1=CC(=O)CC1=O
* 2S+1: 1

Geometry (Å):
1 C -1.975 -1.453 0.175
2 C -0.748 -0.622 -0.097
3 C 0.405 -1.136 -0.194
4 C 1.446 -0.102 -0.073
5 C 0.881 1.288 0.006
6 C -0.677 1.035 0.041
7 H -2.610 -1.557 1.174
8 H -2.862 -0.958 -0.624
9 H -1.811 -2.528 -0.445
10 H 0.522 -2.341 -0.276
11 H 1.194 1.807 -0.913
12 H 1.401 2.116 0.731
13 O 2.596 -0.583 0.164
14 O -1.575 1.758 -0.013


The following is a DFT calculation (ωB97M-V/def2-TZVPD) of a single C6H6O2 molecule in a non-equilibrium geometry.

* HOMO: -8.0 eV
* LUMO energy: 0.96 eV
* SMILES: C1=C2OCC=C2OC1
* 2S+1: 1

Geometry (Å):
1 C -2.006 -0.073 0.015
2 C 0.021 0.759 0.077
3 C 1.216 1.235 -0.035
4 C 2.078 -0.042 0.159
5 C -0.011 -0.719 0.006
6 C -1.246 -1.116 0.020
7 H -2.830 -0.147 0.714
8 H -2.619 -0.030 -0.836
9 H 1.617 2.366 -0.472
10 H 2.830 0.069 -0.674
11 H 2.590 -0.238 1.109
12 H -1.694 -2.085 0.037
13 O -1.223 1.274 0.023
14 O 1.277 -1.254 -0.145


The following is a DFT calculation (ωB97M-V/def2-TZVPD) of a molecular structure, C6H6O2S in a non-equilibrium geometry.

* HOMO: -8.8 eV
* LUMO energy: -0.57 eV
* 2S+1: 1

Geometry (Å):
1 C 1.176 0.743 -0.355
2 C 0.123 1.555 -0.270
3 C 0.985 -0.675 -0.503
4 C -1.158 0.994 0.118
5 C -0.172 -1.513 -0.976
6 C -1.168 0.001 0.909
7 O 1.012 -0.165 2.252
8 O -0.050 -2.718 -0.884
9 S 0.311 -0.992 1.305
10 H 2.211 1.129 -0.438
11 H 0.084 2.628 -0.526
12 H 1.890 -1.296 -0.744
13 H -2.000 1.644 -0.055
14 H -1.136 -0.989 -1.162
15 H -2.109 -0.347 1.329


The following is a DFT calculation (ωB97M-V/def2-TZVPD) of a single C6H6O3S molecule in a non-equilibrium geometry.

* HOMO (alpha / beta): -8.5 / -8.4 eV
* LUMO energy (alpha / beta): -0.95 / -1.28 eV
* SMILES: O=C1C#S2=C(CO1)OCC2
* 2S+1: 1

Geometry (Å):
1 C -2.284 -1.042 0.530
2 C -0.639 0.840 -0.741
3 C -3.414 -0.195 0.280
4 C -1.833 1.663 -0.242
5 C 1.203 -0.283 -0.076
6 C 0.362 -1.465 -0.044
7 O -4.592 -0.413 0.368
8 O 0.440 0.847 0.132
9 O -3.103 1.072 -0.265
10 S -1.270 -1.046 -0.826
11 H -1.419 1.799 0.831
12 H -2.044 2.655 -0.536
13 H 1.876 -0.419 0.770
14 H 1.724 -0.103 -1.082
15 H 1.012 -2.323 -0.311
16 H -0.086 -1.554 0.982


ΔE to the lowest compared entry with this formula, charge and spin (eV)
6.3440, 5.1878, 2.6238, 3.7962, 3.5555, 6.4672